C18H36CaF12O18P2 | ωB97M-V/def2-TZVPD

Each line ends with the Löwdin charge.
Geometry (Å):
Ca: -0.07 0.18 -0.25  1.526
P: -0.16 3.75 -2.09  0.187
F: -1.69 3.24 -2.04  -0.133
F: 0.10 2.83 -3.39  -0.145
F: -0.60 5.00 -3.01  -0.142
F: 1.38 4.25 -2.14  -0.154
F: -0.44 4.66 -0.77  -0.156
F: 0.32 2.52 -1.12  -0.211
P: 1.10 -3.19 -2.04  0.171
F: 0.20 -1.95 -1.45  -0.225
F: 2.31 -2.74 -1.08  -0.136
F: 0.50 -4.14 -0.86  -0.153
F: 1.94 -4.46 -2.58  -0.143
F: -0.14 -3.57 -3.01  -0.145
F: 1.69 -2.25 -3.21  -0.137
C: -2.00 1.18 3.98  -0.019
O: -2.31 2.16 3.01  0.026
C: -1.77 2.03 1.80  -0.575
O: -1.08 1.10 1.47  -0.016
O: -1.96 3.05 1.02  0.014
C: -2.78 4.16 1.37  -0.013
H: -2.77 1.22 4.75  0.101
H: -1.04 1.33 4.49  0.100
H: -1.98 0.19 3.52  0.088
H: -3.83 3.89 1.43  0.102
H: -2.63 4.90 0.59  0.098
H: -2.48 4.61 2.32  0.102
C: 0.59 -1.14 4.85  -0.048
O: 0.83 -0.78 3.51  0.014
C: 0.67 -1.66 2.52  -0.600
O: 0.65 -1.32 1.37  0.017
O: 0.52 -2.89 2.96  0.009
C: 0.55 -3.94 1.98  0.013
H: 1.14 -2.04 5.14  0.099
H: -0.46 -1.38 5.02  0.098
H: 0.93 -0.38 5.54  0.100
H: -0.35 -3.92 1.37  0.082
H: 0.59 -4.89 2.50  0.104
H: 1.43 -3.81 1.35  0.097
C: 5.27 0.00 -1.45  -0.015
O: 3.90 0.12 -1.08  -0.002
C: 2.96 0.26 -2.00  -0.574
O: 1.78 0.28 -1.74  0.007
O: 3.46 0.49 -3.20  0.009
C: 2.56 0.62 -4.29  -0.006
H: 5.76 -0.56 -0.67  0.090
H: 5.73 0.97 -1.61  0.106
H: 5.38 -0.54 -2.39  0.104
H: 2.17 -0.35 -4.62  0.089
H: 3.19 0.99 -5.09  0.102
H: 1.68 1.21 -4.05  0.072
C: -2.91 -3.29 -1.21  0.015
O: -2.95 -3.35 0.22  0.007
C: -2.51 -2.32 0.89  -0.605
O: -1.95 -1.36 0.42  0.062
O: -2.76 -2.37 2.20  0.014
C: -3.39 -3.49 2.80  -0.026
H: -3.52 -2.46 -1.58  0.105
H: -3.27 -4.21 -1.64  0.106
H: -1.88 -3.14 -1.51  0.064
H: -2.64 -4.11 3.29  0.097
H: -3.87 -4.16 2.08  0.096
H: -4.14 -3.16 3.52  0.096
C: -0.94 -0.27 -4.35  0.003
O: -2.29 -0.16 -3.88  0.040
C: -2.47 0.46 -2.73  -0.589
O: -1.67 0.52 -1.83  -0.025
O: -3.71 0.93 -2.68  0.046
C: -4.12 1.48 -1.45  -0.044
H: -0.34 -0.92 -3.71  0.068
H: -0.48 0.71 -4.43  0.084
H: -1.02 -0.77 -5.32  0.106
H: -4.93 2.19 -1.68  0.103
H: -3.40 2.15 -0.98  0.071
H: -4.50 0.76 -0.73  0.099
C: 2.02 3.89 1.05  -0.008
O: 2.87 3.00 1.79  0.021
C: 2.78 1.71 1.50  -0.574
O: 1.85 1.16 0.96  0.043
O: 3.83 1.11 2.06  0.032
C: 3.98 -0.30 1.91  0.006
H: 2.11 4.84 1.58  0.100
H: 1.00 3.53 1.00  0.068
H: 2.44 4.07 0.07  0.093
H: 3.01 -0.78 2.01  0.076
H: 4.60 -0.61 2.75  0.103
H: 4.44 -0.53 0.96  0.069

***

C5H7NS2 | ωB97M-V/def2-TZVPD

Each line ends with the natural charge from an NBO analysis.
Geometry (Å):
N: -1.57 2.48 -0.77  -0.324
C: -0.98 1.55 -0.41  0.282
C: -0.18 0.29 -0.04  -0.135
C: -0.74 -0.99 -0.76  -0.548
S: -2.15 -1.64 0.02  0.025
C: 0.36 0.33 1.37  -0.412
C: 1.26 0.46 0.18  -0.386
S: 2.11 -0.86 -0.61  0.000
H: 0.04 -1.73 -0.60  0.241
H: -0.90 -0.74 -1.77  0.236
H: -2.95 -0.70 -0.50  0.124
H: 0.12 1.07 2.20  0.257
H: 0.61 -0.58 1.81  0.229
H: 1.43 1.49 -0.19  0.243
H: 3.51 -0.41 0.09  0.167

Calculated values
SMILES string: N#C[C@]1(CS)C[C@H]1S

***

HOMO-LUMO gap values, unit eV, following the record order: 10.979; 9.527.
E_HOMO values, unit Ha, following the record order: -0.4027; -0.3456.